Below is a 2-piece molecular cluster, CH3ClFP overall in a non-equilibrium geometry, with properties calculated with ωB97M-V/def2-TZVPD.

Atoms and positions in Å:
C: -3.25774 0.71706 -0.20303
F: -3.32032 1.46594 0.84811
P: 0.65936 -0.18679 0.60678
Cl: -2.77161 -0.94793 -0.04051
H: -2.66114 1.12172 -0.94542
H: 0.30546 -0.61602 1.98510
H: -0.58959 0.38156 0.46619

Values from the calculation:
HOMO energy (alpha / beta) in eV: -8.97 / -9.15
ΔE to the lowest compared entry with this formula, charge and spin in eV: 5.7108